# 1
This record from the OMol25 dataset describes a molecular structure, C33H57CdFN2O2Si in a non-equilibrium geometry. The level of theory is ωB97M-V with the def2-TZVPD basis set.

Last column: Löwdin charge in e.
Cartesian coordinates (Å):
O 0.128 -0.480 -3.354  -0.209
O -0.919 -2.881 -4.504  -0.235
C -0.306 0.844 -3.727  -0.237
C 0.716 1.963 -3.586  -0.079
H -1.185 1.110 -3.105  0.096
H -0.675 0.728 -4.770  0.116
H 0.949 2.160 -2.534  0.054
H 0.319 2.891 -4.000  0.085
H 1.638 1.747 -4.132  0.073
C 1.549 -0.671 -3.158  -0.256
C 2.153 -1.270 -4.405  -0.061
H 1.697 -1.322 -2.275  0.110
H 2.041 0.285 -2.897  0.090
H 1.493 -2.064 -4.750  0.039
H 3.159 -1.664 -4.220  0.081
H 2.202 -0.507 -5.192  0.081
C -1.011 -4.277 -4.162  -0.262
C -1.205 -2.620 -5.886  -0.263
C 0.321 -4.817 -3.702  -0.065
H -1.358 -4.871 -5.027  0.120
H -1.772 -4.345 -3.367  0.092
H 1.082 -4.732 -4.486  0.076
H 0.224 -5.880 -3.471  0.076
H 0.661 -4.316 -2.792  0.066
C -0.160 -3.199 -6.815  -0.074
H -1.274 -1.527 -5.981  0.112
H -2.191 -3.053 -6.123  0.110
H 0.851 -2.888 -6.535  0.065
H -0.336 -2.867 -7.842  0.079
H -0.210 -4.292 -6.833  0.073
H -1.369 -1.873 -2.933  0.036
N 0.974 0.700 1.099  -0.043
C 1.176 0.559 2.416  -0.368
C 0.561 -0.443 3.180  -0.072
C -0.068 -1.611 2.736  -0.364
C 2.153 1.469 3.110  -0.013
H 2.137 2.497 2.725  0.093
H 3.178 1.094 2.998  0.079
H 1.921 1.497 4.177  0.083
C -0.261 -2.738 3.722  -0.013
H 0.269 -3.653 3.411  0.092
H -1.329 -2.977 3.853  0.089
H 0.144 -2.428 4.691  0.078
N -0.511 -1.751 1.484  -0.027
C 1.957 1.384 0.334  -0.231
C 1.700 2.694 -0.126  -0.255
C 0.379 3.349 0.150  -0.058
C 2.710 3.395 -0.791  -0.060
H 2.480 4.400 -1.153  0.115
C 3.974 2.825 -0.961  -0.076
H 4.769 3.388 -1.453  0.101
C 4.235 1.542 -0.474  -0.053
H 5.213 1.070 -0.603  0.111
C 3.254 0.825 0.207  -0.223
C 3.638 -0.489 0.829  -0.038
C -1.026 -2.975 0.964  -0.243
C -2.425 -3.163 0.937  -0.255
C -3.357 -2.123 1.486  -0.055
C -2.948 -4.297 0.313  -0.063
H -4.035 -4.411 0.254  0.113
C -2.105 -5.264 -0.241  -0.081
H -2.539 -6.151 -0.719  0.108
C -0.720 -5.095 -0.176  -0.057
H -0.067 -5.856 -0.622  0.111
C -0.163 -3.957 0.417  -0.218
C 1.318 -3.753 0.402  -0.045
Cd -1.081 0.136 0.480  1.463
H -0.377 3.072 -0.602  0.069
H 0.502 4.440 0.119  0.082
H -0.013 3.100 1.146  0.069
H 2.854 -1.258 0.781  0.062
H 3.953 -0.374 1.878  0.077
H 4.516 -0.873 0.287  0.082
H -4.385 -2.505 1.425  0.081
H -3.325 -1.187 0.899  0.046
H -3.142 -1.883 2.538  0.076
H 1.701 -3.396 1.365  0.070
H 1.591 -3.026 -0.379  0.072
H 1.837 -4.694 0.170  0.085
H 0.733 -0.373 4.251  0.093
C -2.191 -1.750 -2.161  -0.170
Si -3.915 -1.876 -2.940  0.468
H -2.036 -2.500 -1.372  0.009
H -2.152 -0.739 -1.726  -0.033
C -4.079 -0.755 -4.435  -0.173
C -5.246 -1.383 -1.701  -0.183
C -4.321 -3.585 -3.630  -0.184
H -5.399 -3.595 -3.860  0.033
H -4.113 -4.375 -2.892  0.021
H -3.780 -3.802 -4.564  0.017
H -4.042 0.304 -4.141  0.036
H -5.063 -0.966 -4.881  0.033
H -3.301 -0.948 -5.183  0.008
H -4.983 -0.471 -1.148  0.027
H -5.453 -2.191 -0.989  0.015
H -6.172 -1.182 -2.257  0.028
F -2.263 1.033 -0.940  -0.627

Its total energy is -2108.722365 Eh. Its HOMO-LUMO gap is 0.29985 Ha. The energy above the lowest of the compared OMol25 structures with the same formula, charge and spin is 0.0 kcal per mole. As for the LUMO energy: 0.006 hartree. For the HOMO energy, the calculation gives -7.990 eV.

# 2
This record from the OMol25 dataset describes a molecular structure, C33H57Cl2NO2P2Ru in a non-equilibrium geometry. The level of theory is ωB97M-V with the def2-TZVPD basis set.

Last column: Löwdin charge in e.
Cartesian coordinates (Å):
Ru 1.138 0.924 0.178  0.756
Cl 2.031 2.787 -1.025  0.057
P 3.281 0.161 0.044  0.909
C 4.623 1.257 0.774  -0.524
C 3.601 -1.543 0.756  -0.512
C 3.845 0.026 -1.750  -0.521
C 4.127 2.107 1.949  -0.147
H 4.847 1.936 -0.068  0.099
C 5.913 0.519 1.158  -0.116
H 5.795 -0.045 2.090  0.068
H 6.693 1.271 1.340  0.087
H 6.289 -0.149 0.379  0.051
H 3.431 2.877 1.608  0.037
H 4.977 2.607 2.435  0.084
H 3.618 1.489 2.699  0.070
H 3.758 1.081 -2.067  0.051
C 2.904 -0.803 -2.638  -0.116
C 5.291 -0.429 -1.963  -0.113
H 6.031 0.294 -1.602  0.068
H 5.464 -0.545 -3.043  0.087
H 5.479 -1.413 -1.510  0.077
H 1.997 -1.117 -2.112  0.020
H 3.396 -1.705 -3.027  0.083
H 2.580 -0.204 -3.500  0.093
C 3.463 -1.539 2.280  -0.134
H 4.639 -1.799 0.485  0.097
C 2.664 -2.582 0.129  -0.110
H 4.185 -0.891 2.785  0.053
H 3.606 -2.558 2.662  0.087
H 2.444 -1.221 2.539  -0.019
H 1.661 -2.151 -0.004  0.022
H 2.560 -3.458 0.784  0.091
H 3.017 -2.940 -0.846  0.081
Cl 0.300 -0.458 1.933  0.180
H 1.741 1.659 1.380  -0.071
P -1.100 2.682 0.236  1.028
C -1.278 3.635 -1.343  -0.552
C -2.785 2.039 0.689  -0.524
C -0.592 3.928 1.511  -0.554
C -0.899 2.793 -2.571  -0.147
H -0.507 4.419 -1.227  0.093
C -2.646 4.288 -1.520  -0.117
H -3.410 3.543 -1.784  0.080
H -2.565 5.001 -2.351  0.085
H -2.976 4.839 -0.634  0.054
H 0.180 2.610 -2.578  -0.015
H -1.159 3.347 -3.482  0.082
H -1.401 1.814 -2.590  0.046
H 0.319 4.345 1.042  0.087
C -0.178 3.295 2.849  -0.138
C -1.616 5.051 1.697  -0.113
H -1.675 5.697 0.814  0.068
H -1.294 5.665 2.548  0.081
H -2.619 4.659 1.924  0.077
H 0.233 2.283 2.735  0.003
H -1.016 3.254 3.555  0.069
H 0.612 3.917 3.294  0.082
C -3.226 0.971 -0.308  -0.104
H -3.459 2.914 0.625  0.101
C -2.795 1.443 2.092  -0.116
H -3.211 1.299 -1.351  0.062
H -4.250 0.638 -0.081  0.084
H -2.567 0.093 -0.234  0.069
H -2.002 0.685 2.183  0.014
H -3.756 0.939 2.272  0.081
H -2.656 2.195 2.878  0.059
C -5.969 -1.987 0.403  -0.060
C -4.618 -2.249 1.027  -0.248
C -4.462 -2.043 2.398  -0.081
C -3.237 -2.259 3.033  -0.094
C -2.148 -2.654 2.273  -0.078
C -2.251 -2.723 0.871  -0.214
N -1.070 -2.643 0.140  0.067
C -0.703 -3.225 -1.098  -0.230
C -0.494 -4.606 -1.254  -0.014
C -0.087 -5.109 -2.494  -0.084
C 0.047 -4.262 -3.598  -0.080
C -0.163 -2.889 -3.451  -0.020
C -0.468 -2.378 -2.199  -0.110
C -0.674 -0.903 -1.972  -0.553
O -1.674 -0.374 -2.480  0.039
O 0.232 -0.328 -1.247  -0.231
C -3.524 -2.644 0.245  -0.168
C -3.630 -2.851 -1.225  -0.015
H -5.925 -1.174 -0.340  0.078
H -6.367 -2.878 -0.105  0.082
H -6.688 -1.691 1.176  0.073
H -5.329 -1.714 2.974  0.102
H -3.136 -2.108 4.104  0.101
H -1.194 -2.879 2.739  0.091
H -0.321 -2.136 0.626  0.002
H -0.638 -5.255 -0.385  0.121
H 0.112 -6.182 -2.590  0.103
H 0.318 -4.673 -4.577  0.104
H -0.083 -2.195 -4.287  0.125
H -3.127 -2.039 -1.771  0.079
H -3.153 -3.794 -1.519  0.087
H -4.674 -2.877 -1.546  0.073

Its spin multiplicity is 5. Its total energy is -3194.841490 Eh. The expectation value of S² is 6.025. Its HOMO-LUMO gap (spin up / spin down) is 0.26408 / 0.17696 Ha. The energy above the lowest of the compared OMol25 structures with the same formula, charge and spin is 0.0 kcal per mole. As for the LUMO energy (spin up / spin down): 0.011 / -0.090 hartree. For the HOMO energy (spin up / spin down), the calculation gives -6.876 / -7.264 eV.